A cluster of 8 separate species, C24H48O24S8 in total. Source: the Open Molecules 2025 dataset; level of theory: ωB97M-V/def2-TZVPD.

```
104
Properties=species:S:1:pos:R:3:forces:R:3
O 18.5324 12.8177 8.2479 -0.38 -2.03 0.05
S 17.9362 11.4699 8.2941 -0.93 -0.80 -1.48
O 18.1721 10.4208 7.2398 -0.23 2.70 2.37
C 18.2366 10.7004 9.9382 -0.78 -0.06 0.96
C 17.0901 11.2210 10.8995 0.09 -0.09 -1.15
C 15.8046 11.1178 10.0112 0.52 1.26 -1.33
C 16.0932 11.6986 8.5125 -0.36 -1.02 1.54
H 19.2801 10.8812 10.1960 -0.17 0.44 0.16
H 18.1363 9.6162 9.8878 -0.10 0.04 -0.63
H 16.8434 10.6858 11.8165 0.69 -0.86 -0.18
H 17.3673 12.1881 11.3192 -0.35 0.49 -0.70
H 14.9472 11.6128 10.4672 0.09 0.20 -0.19
H 15.4877 10.0782 9.9278 0.37 -0.11 -0.03
H 15.7022 12.7017 8.3419 0.95 0.28 0.44
H 15.5190 11.1643 7.7557 0.57 -0.68 0.04
O 13.4726 11.5370 18.6730 -2.19 0.30 1.34
S 12.3397 11.9112 19.5679 0.47 0.52 -0.16
O 11.4772 10.9264 20.2470 1.53 1.39 -1.26
C 13.1281 13.1195 20.7589 -0.80 -0.57 -0.55
C 13.0958 14.4851 20.0842 -0.37 -0.17 -1.57
C 11.8162 14.6012 19.0682 1.71 0.04 0.39
C 11.3186 13.2201 18.6977 -0.71 -0.74 1.02
H 14.1222 12.6736 20.7905 -0.01 0.28 0.47
H 12.6134 13.1478 21.7194 0.02 -0.48 -0.09
H 13.1179 15.3011 20.8066 -0.19 -0.11 -0.09
H 14.0194 14.5374 19.5077 -0.14 0.35 -0.21
H 12.0377 15.0293 18.0906 0.81 0.59 0.39
H 11.0783 15.2797 19.4962 -0.21 -0.46 0.21
H 11.3165 13.0476 17.6215 0.06 -0.34 0.20
H 10.3114 13.1223 19.1028 -0.04 -0.59 -0.23
O 8.0983 10.2675 8.3644 0.02 0.39 0.26
S 8.1538 11.3198 9.3525 -0.08 0.54 1.49
O 6.9926 12.2006 9.5601 1.56 -1.05 -0.24
C 8.7186 10.6457 11.0333 -0.57 0.40 -0.94
C 9.4312 11.7992 11.6731 0.91 1.02 -0.50
C 10.2901 12.5881 10.6290 -1.65 -0.69 -1.50
C 9.6584 12.3512 9.1693 0.82 0.26 0.55
H 9.3536 9.7845 10.8252 -0.09 -0.01 -0.08
H 7.8547 10.3936 11.6484 -0.11 -0.32 -0.40
H 8.6881 12.4798 12.0887 0.22 -0.17 0.11
H 10.1615 11.4860 12.4192 -0.55 -0.14 0.41
H 11.2960 12.1682 10.6366 0.06 0.40 -0.08
H 10.2446 13.6558 10.8432 0.42 -0.13 0.10
H 10.3971 11.8849 8.5173 -0.25 -0.71 0.18
H 9.4419 13.2512 8.5938 -0.55 0.18 0.50
O 15.4172 10.7575 14.5491 -0.34 -0.08 -0.23
S 14.2738 11.3939 13.9470 -1.20 0.74 -1.02
O 13.3519 10.6526 13.0577 1.10 0.85 1.31
C 13.3165 12.4056 15.2126 0.63 -0.41 -0.04
C 13.1430 13.8387 14.6090 0.10 -1.34 0.41
C 13.5997 13.8162 13.1205 0.67 1.00 1.58
C 14.7909 12.9177 13.0299 0.54 -1.75 -0.38
H 13.9068 12.3869 16.1287 0.58 0.21 -0.22
H 12.4702 11.8323 15.5911 -0.45 0.16 -0.89
H 12.1389 14.2104 14.8129 -0.11 -0.06 -0.43
H 13.8128 14.4980 15.1612 0.11 -0.10 0.00
H 14.0731 14.7864 12.9694 -0.93 0.46 -0.82
H 12.8287 13.5012 12.4173 0.11 0.39 -0.03
H 15.7726 13.1720 13.4294 -0.39 0.69 0.95
H 15.0822 12.7989 11.9863 -0.51 -0.80 -0.07
O 15.2618 19.0017 18.2708 -0.09 -0.01 -0.91
S 14.2584 18.3075 17.5471 0.02 -2.11 0.98
O 13.2649 17.6061 18.3530 1.08 0.87 -2.08
O 13.6274 19.2387 16.4325 -0.19 1.99 1.75
C 13.0895 18.5331 15.3956 0.29 -2.44 -2.09
C 14.2010 17.4137 15.1756 0.26 0.40 -0.51
O 14.9424 17.2999 16.3840 -1.29 0.70 2.77
H 12.1006 18.1124 15.5779 0.09 -0.29 0.73
H 12.9031 19.1184 14.4952 0.72 0.47 0.23
H 15.0510 17.7021 14.5572 -0.78 0.33 -1.04
H 13.8125 16.4436 14.8655 -0.14 0.19 0.13
O 8.2730 11.5332 14.4931 -0.56 3.08 0.27
S 7.8217 12.8795 14.8276 2.18 -0.97 1.34
O 6.4267 13.1004 15.0190 0.65 0.43 -0.30
O 8.7036 13.4179 16.1277 -0.90 -2.14 -0.04
C 8.6469 14.8288 16.1379 -0.60 -0.30 0.70
C 9.0406 15.1381 14.7205 -0.35 1.33 -0.07
O 8.5252 14.0731 13.9490 -0.67 -1.59 -1.18
H 7.6236 15.0833 16.4140 0.00 0.55 -0.16
H 9.3332 15.1572 16.9184 0.03 0.15 -0.25
H 10.1231 15.2566 14.6733 0.10 -0.59 -0.46
H 8.5908 16.0312 14.2869 0.01 0.17 0.34
O 13.8568 15.0101 9.5924 4.01 0.85 -0.89
S 15.2583 15.3039 9.1584 0.11 -0.86 0.26
O 15.5427 15.2183 7.6820 -0.42 0.46 5.25
O 15.9042 16.6041 9.8618 -1.36 1.92 -2.95
C 16.3949 16.4782 11.1866 -0.77 -0.76 -0.36
C 17.1332 15.1416 11.0523 0.25 1.87 0.54
O 16.3458 14.4297 10.1827 -2.67 -2.53 -2.38
H 16.9804 17.3576 11.4549 0.04 -0.18 -0.34
H 15.4677 16.4426 11.7585 0.34 -0.26 0.82
H 17.1950 14.6765 12.0361 0.16 -0.42 -0.25
H 18.0933 15.3003 10.5613 0.29 -0.03 0.42
O 10.0442 10.3411 16.7215 1.16 -1.85 -2.79
S 10.7930 9.5008 15.7814 0.33 -1.89 0.99
O 12.2405 9.4242 15.9444 -2.04 0.63 -0.72
O 10.2683 7.9313 15.7710 -0.32 0.39 1.51
C 10.6321 7.3181 14.5503 2.60 -0.56 0.09
C 10.6757 8.3957 13.5185 -1.82 0.85 -1.13
O 10.3248 9.5687 14.2373 0.38 2.76 0.72
H 11.6955 7.0792 14.5405 0.09 -0.92 1.02
H 10.0821 6.4129 14.2930 -0.46 0.46 0.44
H 9.8404 8.2326 12.8375 0.15 0.39 -0.38
H 11.6045 8.5653 12.9739 0.06 -0.26 0.27
```
Forces are in eV/Å.

For the molar mass, the calculation gives 977.2 g/mol. The total energy is -161477.411 eV. Its net charge is 0. For the strongest force on any atom, the calculation gives 5.283 eV Å⁻¹. The LUMO energy is -0.61 eV. The HOMO-LUMO gap is 9.618 eV. As for the SMILES: O=S1(=O)CCCC1.O=S1(=O)CCCC1.O=S1(=O)CCCC1.O=S1(=O)CCCC1.O=S1(=O)OCCO1.O=S1(=O)OCCO1.O=S1(=O)OCCO1.O=S1(=O)OCCO1.



The molecule C24H48O3S. Source: the Open Molecules 2025 dataset; level of theory: ωB97M-V/def2-TZVPD.

```
76
Properties=species:S:1:pos:R:3:forces:R:3
C 9.4752 1.1257 -0.5148 -0.33 0.02 0.12
C 8.6132 2.3559 -0.7644 0.39 -0.03 -0.28
C 7.3924 2.0643 -1.6228 -0.82 -0.26 0.21
C 6.4747 0.9648 -1.0668 0.95 0.08 0.72
C 5.9262 1.3427 0.3042 -1.00 -0.05 -0.44
C 4.9347 0.3361 0.9022 0.77 -0.09 0.36
C 5.3619 -1.1312 0.8478 -1.14 -0.58 0.31
C 4.0924 -2.0305 0.9025 0.96 -0.10 -0.82
C 3.6653 -2.3674 -0.5353 -0.65 0.53 0.54
C 2.1657 -2.6536 -0.6837 0.65 -0.64 -0.30
C 1.5894 -3.6416 0.3541 -0.43 0.82 -0.29
C 0.2842 -3.1044 0.9863 0.10 -1.02 -0.31
C -0.9770 -3.6897 0.3045 -0.34 0.56 0.43
C -2.0351 -2.6312 -0.1058 0.48 -1.01 -0.12
C -3.2610 -2.6980 0.7886 -0.23 1.49 -0.18
C -4.2246 -1.5140 0.5199 0.32 -0.67 -0.21
C -5.4377 -1.9088 -0.3130 -0.27 1.31 0.04
C -6.4172 -0.7056 -0.4134 0.73 -0.98 0.08
C -5.8899 0.2836 -1.4466 -0.87 0.51 -0.18
C -6.4260 1.7331 -1.3901 0.55 0.25 0.21
C -6.8793 2.2314 -0.0237 -0.08 -0.55 0.03
C -5.8028 2.3059 1.0558 0.24 0.56 -0.07
C -4.5643 3.1757 0.7555 -0.18 -0.04 0.58
C -4.7905 4.5748 1.3237 0.25 -0.36 0.17
O -6.0340 5.1905 0.9301 -0.04 -0.19 -0.23
S -6.5414 4.7103 -0.5483 0.29 -0.47 -0.28
O -7.3917 5.7459 -1.0327 -0.62 0.76 0.00
O -7.5807 3.4994 -0.1565 0.69 0.18 0.15
H 9.6733 0.6083 -1.4507 0.17 -0.10 -0.08
H 10.4114 1.3656 -0.0200 0.16 0.09 -0.05
H 8.9421 0.4385 0.1386 0.02 -0.20 0.06
H 8.3361 2.7948 0.1896 -0.15 0.13 0.12
H 9.1973 3.1091 -1.2935 0.12 0.11 0.05
H 6.7950 2.9735 -1.6999 0.02 0.18 -0.23
H 7.6971 1.7672 -2.6233 0.17 0.11 -0.20
H 5.6838 0.6891 -1.7599 -0.18 0.14 -0.10
H 7.0924 0.0817 -0.9225 -0.01 -0.30 -0.25
H 6.7168 1.5226 1.0236 0.33 -0.02 0.01
H 5.3885 2.2848 0.1785 0.05 0.24 0.19
H 3.9354 0.4355 0.4824 -0.02 0.09 -0.37
H 4.8361 0.5842 1.9586 -0.27 0.09 0.13
H 5.8638 -1.3882 -0.0773 0.32 0.07 -0.11
H 5.9987 -1.4199 1.6814 0.32 0.32 0.02
H 3.2896 -1.5029 1.4078 -0.16 -0.07 0.32
H 4.3399 -2.9551 1.4162 -0.23 -0.04 0.34
H 4.2545 -3.1897 -0.9288 0.21 -0.12 -0.02
H 3.8907 -1.4766 -1.1197 0.07 -0.02 -0.40
H 1.6362 -1.7049 -0.7041 -0.20 0.11 0.28
H 2.0274 -3.0905 -1.6722 -0.14 0.11 -0.21
H 2.3132 -3.8912 1.1225 0.16 0.12 0.09
H 1.3594 -4.5625 -0.1722 0.01 -0.30 0.12
H 0.2905 -3.3914 2.0360 -0.16 0.17 0.16
H 0.2410 -2.0219 0.9236 0.19 0.19 0.13
H -0.7209 -4.3169 -0.5433 0.20 0.02 -0.17
H -1.4576 -4.3467 1.0258 -0.07 -0.28 -0.01
H -2.2753 -2.7960 -1.1563 -0.31 0.14 -0.08
H -1.5892 -1.6437 -0.0385 0.01 0.25 0.01
H -2.9010 -2.5661 1.8061 -0.02 -0.48 0.28
H -3.8141 -3.6242 0.6691 0.17 -0.32 0.20
H -3.6352 -0.7417 0.0289 -0.11 0.25 -0.11
H -4.5785 -1.0785 1.4515 -0.07 -0.05 0.25
H -5.1542 -2.1496 -1.3366 0.13 -0.50 -0.01
H -5.9253 -2.7448 0.1748 -0.13 -0.30 -0.11
H -7.3975 -1.0889 -0.6828 -0.24 0.20 -0.13
H -6.4899 -0.3073 0.5931 -0.16 0.27 0.09
H -6.1856 -0.1125 -2.4152 0.14 -0.08 -0.23
H -4.8070 0.3274 -1.4730 0.23 -0.16 0.33
H -5.6147 2.3865 -1.7046 0.08 0.09 -0.24
H -7.2244 1.9234 -2.0995 -0.31 -0.21 -0.01
H -7.6372 1.5475 0.3448 -0.30 0.07 0.09
H -6.2835 2.7637 1.9187 -0.14 -0.13 0.22
H -5.4671 1.3288 1.3817 -0.13 -0.33 -0.26
H -3.7335 2.7625 1.3244 0.20 -0.01 0.02
H -4.2487 3.1728 -0.2808 -0.09 0.00 -0.21
H -4.8507 4.4537 2.4009 -0.18 0.15 0.19
H -3.9411 5.2266 1.1388 -0.07 0.29 -0.33
```
Forces are in eV/Å.

For the molar mass, the calculation gives 416.7 g/mol. The total energy is -42643.264 eV. Its net charge is 0. For the strongest force on any atom, the calculation gives 1.518 eV Å⁻¹. The LUMO energy is 0.59 eV. The HOMO-LUMO gap is 10.161 eV.



A cluster of 8 separate species, C24H48O8 in total. Source: the Open Molecules 2025 dataset; level of theory: ωB97M-V/def2-TZVPD.

```
80
Properties=species:S:1:pos:R:3:forces:R:3
C 0.2165 -1.1979 1.1443 -0.32 -0.04 -1.28
C 0.1625 0.1961 0.4962 2.81 2.26 1.33
C -1.0717 0.6014 -0.2181 -0.58 0.03 -0.79
O 1.1043 1.0247 0.5840 -2.08 -2.43 -0.10
H 1.2056 -1.6545 1.1070 0.13 0.45 0.15
H -0.4078 -1.7982 0.4825 -0.07 -0.34 0.16
H -0.1954 -1.3118 2.1470 0.00 0.56 0.03
H -0.9399 1.4862 -0.8410 0.39 0.03 0.17
H -1.8631 0.8531 0.4879 -0.12 -0.29 0.22
H -1.4033 -0.2026 -0.8751 -0.23 -0.13 0.18
C -3.8322 2.7553 -2.5381 0.09 -0.23 0.16
C -2.6068 2.7110 -3.3800 2.56 0.19 1.28
C -2.7796 2.3392 -4.8636 0.40 1.38 -0.56
O -1.5322 2.9069 -2.7649 -2.04 -0.46 -2.52
H -4.7253 2.4882 -3.1030 -0.09 -0.05 0.55
H -3.9268 3.6688 -1.9511 -0.10 0.31 -0.51
H -3.5049 2.0640 -1.7616 -0.84 -0.58 0.11
H -3.6981 2.8006 -5.2260 -0.43 -0.41 0.25
H -2.7296 1.3083 -5.2141 -0.21 -0.23 0.81
H -2.0663 2.8401 -5.5181 0.64 0.08 0.46
C 2.4745 -2.9002 3.8656 0.24 -0.05 -0.03
C 2.7739 -4.0291 4.8351 -2.27 -1.11 0.28
C 3.7860 -3.7927 5.8759 1.49 -0.64 1.21
O 2.0806 -5.0536 4.9165 1.17 1.77 -0.83
H 3.2103 -2.9309 3.0621 -0.11 -0.06 -0.18
H 2.6357 -1.9175 4.3088 -0.09 -0.08 0.33
H 1.4617 -2.9482 3.4655 0.18 -0.23 -0.04
H 3.5783 -2.9004 6.4665 -0.14 0.02 -0.07
H 4.8386 -3.7429 5.5973 -0.05 0.47 -0.78
H 3.8182 -4.6748 6.5154 -0.47 0.12 0.26
C 3.5206 -3.1547 -0.0771 -0.65 -0.67 -0.52
C 3.3786 -4.6922 -0.0027 0.62 -1.61 -0.59
C 3.0810 -5.3092 1.4124 0.06 0.85 -0.20
O 3.4640 -5.4212 -1.0066 -0.25 1.94 2.34
H 2.5300 -2.7834 -0.3396 -0.28 0.00 -0.05
H 4.1246 -2.8245 -0.9223 0.21 -0.24 0.20
H 3.7730 -2.6209 0.8391 0.29 -0.41 0.06
H 3.4562 -6.3043 1.6513 -0.05 -0.09 -0.80
H 2.0046 -5.2931 1.5831 -0.21 -0.20 -0.25
H 3.4363 -4.6895 2.2357 0.29 0.19 -0.38
C 4.2129 0.8146 0.1289 -0.97 -0.18 0.75
C 4.4723 0.5561 -1.3405 0.49 -1.83 1.66
C 5.4142 1.4226 -2.0796 0.39 1.95 -0.67
O 4.0210 -0.4557 -1.8300 -0.20 0.25 -0.64
H 3.6175 0.0499 0.6278 -0.03 -0.67 -0.75
H 3.4960 1.6222 0.2769 0.61 0.75 -0.04
H 5.0875 0.8464 0.7787 0.33 0.79 -0.45
H 5.7767 2.3008 -1.5453 -0.23 -0.11 0.57
H 4.8510 1.8750 -2.8958 0.05 -0.23 -0.40
H 6.3307 0.9896 -2.4805 -0.42 -0.70 -0.04
C -5.5140 2.6784 2.6411 0.51 0.19 0.46
C -5.8186 1.9905 1.3635 -1.01 -2.25 -0.39
C -5.3258 0.4983 1.2444 -0.03 0.79 -0.47
O -6.5385 2.4090 0.4878 0.40 0.48 0.18
H -5.4084 1.9233 3.4201 0.00 0.08 0.09
H -6.2172 3.4469 2.9620 -0.06 -0.09 -0.38
H -4.5312 3.1330 2.5166 0.17 0.15 0.15
H -5.3800 0.2267 0.1902 0.27 0.12 -0.03
H -6.0003 -0.2094 1.7263 -0.24 0.36 0.38
H -4.3320 0.3035 1.6478 0.05 0.19 -0.02
C -0.3782 7.2875 0.2149 1.22 -0.54 1.08
C -0.1405 5.8438 0.7320 -1.13 0.66 2.66
C -0.8227 4.7865 -0.0793 1.11 -0.97 0.20
O 0.3223 5.6418 1.8641 -0.40 0.37 -2.48
H -1.4506 7.4817 0.1965 0.05 -0.08 -0.43
H 0.1449 7.4856 -0.7206 -0.45 -0.11 -0.23
H 0.0662 7.9425 0.9643 -0.06 0.10 -0.02
H -1.9110 4.8410 -0.0529 0.06 0.67 -0.46
H -0.6213 3.7887 0.3105 0.37 0.04 0.11
H -0.3499 4.8494 -1.0593 -0.76 -0.17 -0.42
C -2.1247 -2.1868 -3.7873 -0.30 0.17 -2.40
C -1.4963 -2.9742 -2.7318 1.30 0.97 1.62
C -1.1016 -4.3877 -3.0302 -0.58 -0.21 1.58
O -1.2500 -2.4560 -1.6463 -0.29 -0.69 -0.77
H -1.8753 -2.6556 -4.7392 0.04 -0.18 -0.21
H -1.7369 -1.1758 -3.9130 -0.27 0.12 0.70
H -3.2136 -2.2328 -3.7978 -0.07 0.26 0.48
H -0.1771 -4.5345 -3.5888 -0.33 0.25 -0.36
H -1.9907 -4.8794 -3.4249 0.33 -0.28 -0.52
H -0.9393 -4.7827 -2.0274 0.19 -0.42 -0.11
```
Forces are in eV/Å.

For the molar mass, the calculation gives 464.6 g/mol. The total energy is -42043.459 eV. Its net charge is 0. For the strongest force on any atom, the calculation gives 3.844 eV Å⁻¹. The LUMO energy is 0.40 eV. The HOMO-LUMO gap is 9.736 eV. As for the SMILES: CC(C)=O.CC(C)=O.CC(C)=O.CC(C)=O.CC(C)=O.CC(C)=O.CC(C)=O.CC(C)=O.



> What is the strongest force on any atom in the first record?

5.283 eV Å⁻¹